DFT (ωB97M-V/def2-TZVPD) results for 3 unconnected molecules or ions with the total composition C32H57BrF8N3O3 at a distorted geometry.

Last columns: bonded neighbours and bond lengths (Å).
Cartesian coordinates (Å):
1 C 0.18516 -2.89475 1.49454  C2 1.562, H26 1.081, H27 1.079, H28 1.085
2 C 1.48038 -2.04097 1.67984  C1 1.562, Br3 1.980, C4 1.516, H29 1.083
3 Br 2.93482 -3.12494 0.88622  C2 1.980
4 C 1.28985 -0.72667 0.94793  C2 1.516, C5 1.541, H30 1.089, H31 1.086
5 C 2.32420 0.38049 1.22674  C4 1.541, C6 1.567, C25 1.566, H32 1.077
6 C 2.23485 1.27715 -0.05482  C5 1.567, N7 1.494, H33 1.083, H34 1.089
7 N 3.17304 0.62469 -1.01752  C6 1.494, C8 1.489, H35 1.017, H36 1.021
8 C 4.39738 0.39037 -0.20254  N7 1.489, C9 1.530, C25 1.540, H37 1.087
9 C 5.56263 -0.38178 -0.82411  C8 1.530, C10 1.520, H38 1.086, H39 1.083
10 C 5.19458 -1.60722 -1.64429  C9 1.520, O11 1.425, H40 1.093, H41 1.087
11 O 4.30505 -1.30091 -2.71525  C10 1.425, C12 1.414
12 C 3.67902 -2.48099 -3.18030  O11 1.414, C13 1.523, H42 1.091, H43 1.091
13 C 2.51460 -2.19615 -4.11933  C12 1.523, F14 1.333, F15 1.330, C16 1.541
14 F 2.11834 -3.38461 -4.57622  C13 1.333
15 F 2.94614 -1.49633 -5.16435  C13 1.330
16 C 1.31297 -1.51456 -3.43722  C13 1.541, F17 1.317, F18 1.341, C19 1.532
17 F 1.04148 -2.21169 -2.35278  C16 1.317
18 F 1.70545 -0.27461 -3.11216  C16 1.341
19 C 0.05779 -1.33633 -4.29801  C16 1.532, F20 1.322, F21 1.320, C22 1.562
20 F 0.39913 -0.60136 -5.34290  C19 1.322
21 F -0.42310 -2.47884 -4.75162  C19 1.320
22 C -1.10257 -0.59451 -3.56058  C19 1.562, F23 1.325, F24 1.341, H44 1.086
23 F -1.35867 0.57225 -4.13313  C22 1.325
24 F -0.82305 -0.34245 -2.27367  C22 1.341
25 C 3.85880 0.07159 1.20427  C5 1.566, C8 1.540, H45 1.090, H46 1.081
26 H 0.34540 -3.54403 0.64560  C1 1.081
27 H -0.04578 -3.45971 2.38436  C1 1.079
28 H -0.61832 -2.22425 1.20625  C1 1.085
29 H 1.63316 -1.93505 2.74724  C2 1.083
30 H 1.17032 -0.96338 -0.10835  C4 1.089
31 H 0.33104 -0.33267 1.27134  C4 1.086
32 H 2.07467 1.03233 2.04728  C5 1.077
33 H 2.33647 2.34867 0.06354  C6 1.083
34 H 1.26840 1.15664 -0.54199  C6 1.089
35 H 3.38428 1.12546 -1.87765  N7 1.017
36 H 2.80487 -0.31082 -1.19435  N7 1.021
37 H 4.82019 1.38504 -0.08507  C8 1.087
38 H 6.13829 0.31167 -1.42988  C9 1.086
39 H 6.20042 -0.73506 -0.02353  C9 1.083
40 H 6.12479 -1.98288 -2.07911  C10 1.093
41 H 4.83554 -2.39633 -0.98923  C10 1.087
42 H 3.30503 -3.12690 -2.38450  C12 1.091
43 H 4.39325 -3.06815 -3.75862  C12 1.091
44 H -2.00968 -1.18455 -3.65006  C22 1.086
45 H 4.26253 0.89889 1.78742  C25 1.090
46 H 4.23871 -0.78756 1.73854  C25 1.081
47 C 4.20185 -0.73800 7.49702  C48 1.543, H58 1.090, H59 1.087, H60 1.091
48 C 3.42342 -0.48637 6.18872  C47 1.543, C49 1.529, N53 1.491, C57 1.524
49 C 4.02216 0.72467 5.47171  C48 1.529, C50 1.528, H61 1.098, H62 1.093
50 C 3.70854 2.04409 6.17460  C49 1.528, C51 1.529, H63 1.092, H64 1.092
51 C 2.20242 2.20262 6.38399  C50 1.529, C52 1.532, H65 1.091, H66 1.096
52 C 1.53242 0.99678 7.05095  C51 1.532, N53 1.493, C55 1.542, C56 1.529
53 N 1.96831 -0.30040 6.45390  C48 1.491, C52 1.493, O54 1.292
54 O 1.31961 -0.49469 5.35315  N53 1.292
55 C 1.82006 1.00162 8.56638  C52 1.542, H67 1.091, H68 1.090, H69 1.088
56 C 0.01666 1.16915 6.95134  C52 1.529, H70 1.089, H71 1.089, H72 1.091
57 C 3.66009 -1.74173 5.35809  C48 1.524, H73 1.091, H74 1.090, H75 1.091
58 H 5.17435 -1.17934 7.27859  C47 1.090
59 H 4.41183 0.16498 8.06421  C47 1.087
60 H 3.66606 -1.43464 8.14268  C47 1.091
61 H 3.63756 0.77323 4.44478  C49 1.098
62 H 5.10442 0.60061 5.38763  C49 1.093
63 H 4.23601 2.10908 7.12902  C50 1.092
64 H 4.07847 2.87486 5.56963  C50 1.092
65 H 2.00961 3.09730 6.97840  C51 1.091
66 H 1.73908 2.37821 5.40651  C51 1.096
67 H 1.46610 0.08056 9.03099  C55 1.091
68 H 1.30162 1.83037 9.04775  C55 1.090
69 H 2.87134 1.12827 8.81432  C55 1.088
70 H -0.31661 1.31401 5.92452  C56 1.089
71 H -0.29174 2.05000 7.51283  C56 1.089
72 H -0.50794 0.30619 7.36367  C56 1.091
73 H 3.26034 -2.62827 5.85283  C57 1.091
74 H 4.72787 -1.89694 5.20501  C57 1.090
75 H 3.20918 -1.67154 4.36757  C57 1.091
76 C -4.65249 0.98151 -3.50421  C77 1.543, H87 1.089, H88 1.087, H89 1.091
77 C -5.74179 0.10222 -4.15334  C76 1.543, C78 1.530, N82 1.489, C86 1.528
78 C -5.34561 -0.21207 -5.59700  C77 1.530, C79 1.527, H90 1.095, H91 1.094
79 C -5.45963 1.00018 -6.51898  C78 1.527, C80 1.529, H92 1.094, H93 1.092
80 C -6.85782 1.61273 -6.43894  C79 1.529, C81 1.532, H94 1.092, H95 1.095
81 C -7.33287 1.90183 -5.01107  C80 1.532, N82 1.493, C84 1.543, C85 1.529
82 N -7.07428 0.76348 -4.08034  C77 1.489, C81 1.493, O83 1.289
83 O -7.98811 -0.13030 -4.24862  N82 1.289
84 C -6.65746 3.18234 -4.47798  C81 1.543, H96 1.091, H97 1.090, H98 1.088
85 C -8.82110 2.24765 -5.05729  C81 1.529, H99 1.089, H100 1.090, H101 1.091
86 C -5.72649 -1.18860 -3.33547  C77 1.528, H102 1.092, H103 1.091, H104 1.088
87 H -3.77036 0.38514 -3.27469  C76 1.089
88 H -4.29886 1.78825 -4.14129  C76 1.087
89 H -5.00713 1.40908 -2.56495  C76 1.091
90 H -5.98214 -1.01232 -5.98748  C78 1.095
91 H -4.32184 -0.59655 -5.62126  C78 1.094
92 H -4.70040 1.74812 -6.27317  C79 1.094
93 H -5.25782 0.69343 -7.54720  C79 1.092
94 H -6.88522 2.53480 -7.02280  C80 1.092
95 H -7.55936 0.92415 -6.92052  C80 1.095
96 H -6.88000 3.32592 -3.41954  C84 1.091
97 H -7.02892 4.05710 -5.01146  C84 1.090
98 H -5.57704 3.19611 -4.60647  C84 1.088
99 H -9.41044 1.47073 -5.54123  C85 1.089
100 H -8.96928 3.16279 -5.62969  C85 1.090
101 H -9.22179 2.40801 -4.05523  C85 1.091
102 H -5.98581 -0.99626 -2.29269  C86 1.092
103 H -4.72871 -1.62994 -3.36038  C86 1.091
104 H -6.41217 -1.93846 -3.72549  C86 1.088

Properties
Charge ... +1
Spin multiplicity ... 3
Expectation value of S² ... 2.0081
E ... -136493.923 eV